# 1
Computed, not measured: a 15-piece molecular cluster, C40H115N5O15 overall, with ωB97M-V/def2-TZVPD.

Structure (XYZ):
```
175
Properties=species:S:1:pos:R:3
N 3.393 -8.820 -1.273
H -3.705 -1.592 -5.409
C 1.230 2.612 -4.238
H 0.532 2.527 -1.280
H 2.428 -0.785 -2.632
H 1.574 -3.820 -4.104
H 1.616 8.384 0.130
H 2.298 -3.311 -5.757
H 1.219 10.056 -0.316
H -3.267 -3.328 7.937
H 1.515 2.340 -3.190
H -0.830 4.719 2.890
H 0.808 10.380 -2.820
C -2.283 -4.315 -4.358
H 3.950 -3.383 2.094
H 3.077 -8.350 -2.073
C 3.794 0.665 -0.526
O -2.341 3.941 -3.644
C 2.544 -1.931 -4.257
H -1.923 -1.817 -3.964
H -1.118 -6.253 -4.402
H 0.045 2.722 0.447
C -3.356 -3.549 4.660
C -2.386 0.484 3.446
C 1.011 9.033 -0.473
H -0.767 1.910 -3.882
H -2.761 -2.376 -0.477
O 1.017 5.777 1.727
H 2.475 -1.071 -4.935
H -1.511 -4.369 3.893
H 0.819 -2.586 -5.044
H 2.295 -5.325 1.305
H -4.392 1.319 3.203
N -0.105 -2.196 -0.774
C 2.259 5.076 -1.406
H 0.671 0.114 -1.006
H -1.761 -3.870 -5.236
H -2.033 -1.517 0.918
C -4.062 2.507 0.770
O -4.214 2.731 -1.755
H 5.052 2.431 -0.771
C -2.304 -1.433 -0.130
H 2.062 2.137 -4.829
H -1.714 4.920 -5.212
H 1.350 4.470 -1.178
C -0.060 1.884 -4.693
O 0.348 0.561 -5.056
C -1.039 -1.102 -0.903
H 4.598 -1.790 1.730
H 0.067 6.841 -1.716
H -0.545 -3.089 -0.760
H 2.492 4.948 -2.459
H 1.368 6.693 -2.977
C 4.226 -7.025 0.230
H -3.342 6.719 -5.038
O 3.864 0.440 -1.955
H -0.121 8.855 -0.313
O -1.029 1.358 -0.749
H 2.634 -8.686 -0.637
H 4.881 -8.957 0.074
H -4.522 -2.860 6.820
H 2.872 0.378 -0.076
H 6.119 -8.773 -2.139
C -3.181 -0.712 -5.036
N 1.359 -2.611 2.564
H 2.517 1.797 4.170
H -4.766 1.715 0.841
H 3.569 -2.211 -4.242
C 4.153 2.136 -0.302
C -2.582 -4.556 3.758
C -0.317 2.588 -0.576
H 3.286 -2.353 0.677
C -4.154 3.404 -0.456
C 3.647 -2.361 1.764
H -1.493 -0.634 4.732
H 5.383 -7.174 -2.398
C -2.133 -5.864 -4.317
H -4.437 -3.627 4.629
H 0.381 -0.274 5.014
H 4.314 2.438 0.750
C 0.510 -1.013 6.864
H 0.431 -2.087 6.624
H -0.060 0.237 0.606
H -3.344 -4.142 -4.416
H -3.740 -6.200 4.286
C -0.287 0.171 -0.446
H -0.427 -0.005 -5.165
H -3.142 -3.226 2.089
H -3.493 2.029 -1.678
H 2.965 -1.923 3.689
H -4.237 5.899 -3.743
H -0.874 -3.573 -3.205
C 1.373 8.612 -1.898
H -1.749 5.825 -3.737
H -3.048 2.073 0.852
C -3.922 0.367 3.514
H 1.460 6.482 1.294
H -3.898 -4.792 2.036
O 1.577 0.132 3.534
H -4.234 -0.301 2.758
C 1.777 -3.018 -4.840
C 2.571 -6.302 1.813
H 3.381 -6.113 2.498
O 2.066 -1.631 -2.906
H -3.050 -0.703 -0.146
H -0.422 2.489 -5.558
H -5.040 4.082 -0.461
H -4.152 0.002 4.510
O -1.835 -1.160 -4.638
H -3.077 0.753 -3.468
H -3.327 4.095 -0.559
H 3.690 1.308 -2.367
N -2.773 -5.971 4.039
H 1.089 7.060 3.331
H 4.191 -6.071 -0.411
C 1.946 -0.523 7.136
C 4.562 -8.240 -0.706
H -3.044 -1.872 6.823
H -1.287 6.418 3.317
C 0.826 6.089 3.097
H 3.366 0.254 2.425
C -3.459 -2.906 6.936
C 2.597 -1.754 2.678
O 2.022 6.459 -1.149
H -0.670 5.245 4.473
H 6.473 -7.417 -1.073
O -1.808 -3.684 -3.119
O 2.971 -7.278 0.824
H -2.199 -4.672 1.589
H -2.076 0.612 2.414
H -2.889 -0.020 -5.760
H 0.782 9.183 -3.806
H 2.665 -0.682 6.268
H 0.582 -2.248 -1.479
H 0.554 -1.983 2.716
H 2.995 4.737 -0.705
C 1.574 1.519 3.767
H 1.920 -0.095 1.473
O -1.795 -0.754 3.830
H -2.721 -6.389 -5.072
H 0.782 1.772 4.459
H -0.979 3.353 -0.879
H 2.430 -1.029 7.970
C -3.789 0.030 -3.833
O -2.850 -3.765 6.000
H -2.287 -6.161 4.938
H -3.192 3.534 -3.438
H -4.066 5.055 -5.277
H 1.326 -2.890 1.591
H 1.531 5.530 3.687
H 1.867 0.512 7.443
C -3.607 5.782 -4.629
H 1.667 -6.746 2.304
N 0.579 9.387 -2.882
H 1.174 3.683 -4.457
H -1.284 -0.973 -1.955
C -2.970 -4.286 2.274
H -3.173 -2.494 4.382
H -3.980 -0.542 -2.952
H 1.385 2.103 2.893
H -0.136 -1.020 7.719
H 4.542 -0.014 -0.064
H -2.442 -6.213 -3.359
C 1.115 7.077 -2.041
H 3.318 2.811 -0.756
H 5.038 -6.985 0.926
C 2.382 -0.273 2.463
O -0.174 -0.227 5.862
C -0.518 5.591 3.488
H -2.042 1.255 4.099
H -4.105 3.110 1.700
C 5.685 -7.916 -1.621
C -2.312 5.148 -4.367
H 2.434 8.674 -2.149
H -4.745 0.389 -4.156
```

Its molar mass is 906.38 g/mol. The relative energy (zero: lowest compared OMol25 entry of this formula, charge and spin) comes out at 4.565 eV. Its net charge is 0. Its multiplicity is 1. As for the calculated total energy: -2995.0985 Ha. Its LUMO energy is 0.54 eV. The HOMO energy is -8.6876 eV. The largest force on an atom comes out at 3.6 eV Å⁻¹.

Atomic partial charges in e from the Mulliken method, atoms 1 to 5: atom 1 (N): -0.71, atom 2 (H): 0.32, atom 3 (C): -0.62, atom 4 (H): -0.82, atom 5 (H): 0.04

***

# 2
Computed, not measured: C4H8F2N as an isolated structure, with ωB97M-V/def2-TZVPD.

Structure (XYZ):
```
15
Properties=species:S:1:pos:R:3
H -1.290 -0.275 -1.878
F 1.814 0.232 -0.257
C -0.071 -0.388 -1.985
H 1.374 -0.284 1.411
H 0.321 -1.433 -2.006
H -1.381 -0.772 0.847
C 0.128 0.101 -0.671
H 0.332 0.270 -2.730
C -0.437 -0.207 0.651
H 0.305 -0.037 2.628
N 0.504 -0.524 1.782
F -1.683 1.646 -0.292
H 0.484 -1.591 1.931
C -0.483 1.243 0.061
H 0.082 2.018 0.509
```

Its molar mass is 108.11 g/mol. The relative energy (zero: lowest compared OMol25 entry of this formula, charge and spin) comes out at 2.505 eV. Its net charge is +1. Its multiplicity is 1. As for the calculated total energy: -411.3331 Ha. Its LUMO energy is -4.31 eV. The HOMO energy is -15.8035 eV. The largest force on an atom comes out at 5.0 eV Å⁻¹.

Atomic partial charges in e from the natural (NBO) method, atoms 1 to 5: atom 1 (H): 0.28, atom 2 (F): -0.49, atom 3 (C): -0.65, atom 4 (H): 0.47, atom 5 (H): 0.27

***

# 3
Computed, not measured: one molecule with the formula C5H6O2, with ωB97M-V/def2-TZVPD.

Structure (XYZ):
```
13
Properties=species:S:1:pos:R:3
H 1.072 -1.082 -1.234
H 0.207 -1.847 0.886
H -1.160 -0.021 -1.538
H 1.608 1.282 0.653
C -1.459 0.493 0.609
C 0.729 -0.471 -0.390
H -0.962 0.936 1.470
H -2.430 0.932 0.381
C -0.747 -0.130 -0.538
O 2.153 1.240 -1.300
C 1.580 0.788 -0.342
O 0.886 -1.140 0.858
C -1.478 -0.981 0.486
```

Its molar mass is 98.10 g/mol. The relative energy (zero: lowest compared OMol25 entry of this formula, charge and spin) comes out at 5.238 eV. Its net charge is 0. Its multiplicity is 1. As for the calculated total energy: -344.4094 Ha. Its LUMO energy is -0.98 eV. The HOMO energy is -9.5634 eV. The largest force on an atom comes out at 0.5 eV Å⁻¹.

Atomic partial charges in e from the natural (NBO) method, atoms 1 to 5: atom 1 (H): 0.20, atom 2 (H): 0.49, atom 3 (H): 0.26, atom 4 (H): 0.11, atom 5 (C): -0.61

***

# 4
Computed, not measured: a 5-piece molecular cluster, C2H12O5 overall, with ωB97M-V/def2-TZVPD.

Structure (XYZ):
```
19
Properties=species:S:1:pos:R:3
C -1.641 -0.214 0.436
H -0.894 0.525 -1.671
H -3.408 0.236 -0.453
H -0.981 -0.828 1.046
H 2.382 -0.821 0.376
H 1.082 -1.634 0.495
O 0.905 1.038 1.993
H -3.228 -1.567 0.079
H 0.330 0.856 2.744
O 2.198 0.191 -1.165
O -1.150 1.027 0.166
O 1.869 -1.378 0.988
H 2.328 1.126 -0.992
H -0.572 -0.652 -2.763
O -0.238 0.071 -2.228
H 1.270 0.076 -1.527
H -0.474 1.297 0.781
H 1.309 0.206 1.652
C -2.837 -0.573 -0.019
```

Its molar mass is 116.11 g/mol. The relative energy (zero: lowest compared OMol25 entry of this formula, charge and spin) comes out at 0.331 eV. Its net charge is 0. Its multiplicity is 1. As for the calculated total energy: -459.5815 Ha. Its LUMO energy is 0.58 eV. The HOMO energy is -9.5040 eV. The largest force on an atom comes out at 1.6 eV Å⁻¹.

Atomic partial charges in e from the natural (NBO) method, atoms 1 to 5: atom 1 (C): 0.13, atom 2 (H): 0.52, atom 3 (H): 0.21, atom 4 (H): 0.16, atom 5 (H): 0.51

***

# 5
Computed, not measured: an isolated ion of composition C3H9N2 and charge +1, with ωB97M-V/def2-TZVPD.

Structure (XYZ):
```
14
Properties=species:S:1:pos:R:3
C -0.275 -0.037 0.071
N 1.648 1.130 -0.614
H 0.249 -1.067 -1.702
H -2.175 -0.593 0.794
H 1.972 2.062 -0.810
H -0.976 -0.674 1.894
H -1.626 0.798 1.471
C 0.527 1.029 0.159
C 0.022 -1.283 -0.679
H 1.756 0.534 -1.382
N -1.335 -0.116 1.123
H 0.810 -1.851 -0.192
H -0.891 -1.847 -0.865
H 0.295 1.915 0.734
```

Its molar mass is 73.12 g/mol. The relative energy (zero: lowest compared OMol25 entry of this formula, charge and spin) comes out at 1.003 eV. Its net charge is +1. Its multiplicity is 1. As for the calculated total energy: -228.9499 Ha. Its LUMO energy is -3.61 eV. The HOMO energy is -13.0002 eV. The largest force on an atom comes out at 1.8 eV Å⁻¹.

Atomic partial charges in e from the natural (NBO) method, atoms 1 to 5: atom 1 (C): -0.02, atom 2 (N): -0.76, atom 3 (H): 0.25, atom 4 (H): 0.44, atom 5 (H): 0.41

***

# 6
Computed, not measured: a 2-piece molecular cluster, C4H7NO overall, with ωB97M-V/def2-TZVPD.

Structure (XYZ):
```
13
Properties=species:S:1:pos:R:3
C 0.985 -0.494 0.940
C -0.007 2.041 0.249
O 0.061 2.854 1.156
H 2.061 -0.604 1.026
N 0.473 -0.404 -0.433
H -1.983 -0.197 0.606
H -0.398 2.311 -0.748
C 0.101 -1.191 -1.383
C 0.385 0.681 0.317
H 0.401 -2.228 -1.353
H -2.105 -0.871 0.272
H 0.400 -1.130 1.606
H -0.375 -0.767 -2.255
```

Its molar mass is 85.11 g/mol. The relative energy (zero: lowest compared OMol25 entry of this formula, charge and spin) comes out at 5.307 eV. Its net charge is 0. Its multiplicity is 1. As for the calculated total energy: -286.4366 Ha. Its LUMO energy (spin up / spin down) is 0.11 / 0.11 eV. The HOMO energy (spin up / spin down) is -8.0083 / -8.0077 eV. The largest force on an atom comes out at 0.7 eV Å⁻¹.

Atomic partial charges in e from the natural (NBO) method, atoms 1 to 5: atom 1 (C): -0.20, atom 2 (C): 0.34, atom 3 (O): -0.56, atom 4 (H): 0.20, atom 5 (N): -0.18